DFT (ωB97M-V/def2-TZVPD) results for a structure of composition C44H55BHgN10OS at a distorted geometry.

Positions of all 113 atoms, in Å:
Hg  -16.77373  -1.33327  -9.38562
C  -14.55013  -6.57496  -7.25485
C  -15.42814  -6.22289  -8.26755
C  -16.52839  -5.45411  -7.93645
C  -16.60328  -4.96966  -6.64272
N  -15.69536  -5.23325  -5.71389
C  -14.65654  -6.01340  -6.02258
C  -17.71124  -4.03364  -6.23441
C  -19.04925  -4.41026  -6.40564
C  -20.07547  -3.60236  -6.00631
C  -19.71866  -2.31008  -5.48813
C  -18.35662  -2.00385  -5.47650
N  -17.34934  -2.85555  -5.79067
C  -17.93728  -0.62209  -5.20798
C  -18.63937  0.17124  -4.30399
C  -18.22562  1.47481  -4.09512
C  -17.11567  1.95008  -4.83745
C  -16.53155  1.08488  -5.70475
N  -16.92132  -0.18147  -5.97219
H  -13.64837  -7.20833  -7.47059
H  -15.30076  -6.58740  -9.25071
H  -17.29436  -5.14943  -8.65823
H  -13.91494  -6.20474  -5.24556
H  -19.25591  -5.40338  -6.84197
H  -21.07746  -3.91087  -5.99415
H  -20.48900  -1.54613  -5.32224
H  -19.39740  -0.33823  -3.69955
H  -18.68176  2.11429  -3.35791
H  -16.76916  2.93444  -4.68561
H  -15.62573  1.39232  -6.26651
C  -12.11275  -0.67096  -12.51297
C  -13.58661  -0.94404  -12.50593
C  -14.27468  -1.91901  -13.19556
C  -15.62557  -1.61876  -13.09122
N  -15.79814  -0.50360  -12.39473
N  -14.58577  -0.15673  -11.94480
B  -14.35525  1.31723  -11.38139
N  -13.14525  1.24273  -10.45475
N  -12.88402  0.33809  -9.45962
C  -11.64726  0.51494  -9.02324
C  -11.05878  1.64365  -9.73864
C  -12.02242  2.03673  -10.64908
C  -11.93643  3.10165  -11.70288
C  -10.98040  -0.44858  -8.05805
C  -9.78445  -1.09066  -8.77659
C  -11.93028  -1.57762  -7.64790
C  -10.51149  0.32956  -6.83327
N  -15.66424  1.93861  -10.68437
N  -16.84890  1.79320  -11.33368
C  -17.77076  2.28043  -10.51822
C  -17.16565  2.77759  -9.33377
C  -15.81083  2.56031  -9.48979
C  -14.65130  3.05300  -8.66232
C  -19.23741  2.08754  -10.80414
C  -19.62386  2.69225  -12.18432
C  -19.54916  0.61404  -10.80533
C  -19.97668  2.78271  -9.68663
C  -16.83296  -2.24465  -13.73294
C  -17.88448  -2.72915  -12.67907
C  -17.48376  -1.15388  -14.58394
C  -16.44875  -3.45788  -14.61917
H  -11.60314  -1.38301  -13.14282
H  -11.66151  -0.67086  -11.50276
H  -11.97796  0.36607  -12.89076
H  -13.85307  -2.76259  -13.71663
H  -14.09864  1.99551  -12.38900
H  -10.09387  2.13014  -9.57669
H  -11.02665  3.73306  -11.53091
H  -12.80100  3.73405  -11.65076
H  -11.84589  2.64672  -12.70621
H  -10.08420  -1.55692  -9.69971
H  -9.42076  -1.94939  -8.19520
H  -8.97571  -0.39743  -8.94324
H  -12.35375  -2.01904  -8.53573
H  -12.76267  -1.14878  -7.04907
H  -11.42572  -2.34115  -7.06793
H  -10.00130  1.25800  -7.07201
H  -9.80565  -0.24210  -6.25848
H  -11.32947  0.50397  -6.11039
H  -17.67933  3.19863  -8.46210
H  -14.99573  3.68535  -7.85072
H  -13.92774  3.58238  -9.33705
H  -14.11299  2.27649  -8.13866
H  -19.00132  2.21159  -12.98356
H  -19.39466  3.76716  -12.20686
H  -20.67411  2.61722  -12.48806
H  -19.00961  0.07591  -11.58428
H  -20.61920  0.44412  -10.94780
H  -19.22425  0.16908  -9.84018
H  -19.68695  3.83092  -9.67963
H  -19.69472  2.38463  -8.72235
H  -21.07012  2.67017  -9.75512
H  -18.08642  -2.00309  -11.85136
H  -17.56743  -3.69225  -12.13121
H  -18.82433  -2.98362  -13.16223
H  -17.89912  -0.31418  -14.00695
H  -18.27476  -1.63251  -15.16808
H  -16.76471  -0.77223  -15.29320
H  -15.80693  -4.16980  -14.07734
H  -15.95862  -3.12763  -15.55100
H  -17.36095  -3.94014  -14.92247
O  -20.48736  -4.45275  -9.85275
N  -21.41300  -4.80648  -9.00391
C  -22.22692  -3.77114  -8.57178
C  -23.22965  -3.96866  -7.68206
C  -23.47545  -5.28700  -7.24939
C  -22.65434  -6.29564  -7.68541
C  -21.50751  -6.07293  -8.48382
S  -20.46248  -7.28127  -8.97030
H  -22.01978  -2.85930  -9.08181
H  -23.91677  -3.15103  -7.34365
H  -24.25480  -5.49137  -6.54434
H  -22.83645  -7.31609  -7.40896

Force components x, y, z for each atom (eV/Å):
0.1 0.0 0.1
2.1 -0.9 -1.4
-0.7 -0.1 1.0
-0.2 0.4 -0.7
-0.2 0.3 0.6
0.4 0.2 0.7
-0.9 0.3 0.7
-0.1 -0.5 -0.5
0.0 -1.6 -0.4
1.6 2.1 1.3
0.1 -1.3 -1.2
-0.2 -0.3 -0.1
-0.8 0.6 0.4
0.5 0.3 -1.0
0.2 0.0 0.8
0.8 0.0 -0.6
-1.9 -0.9 1.3
1.5 -0.9 -1.8
-0.3 1.0 1.5
-1.0 0.6 0.1
0.1 -0.3 -0.9
0.3 -0.3 0.2
-0.2 0.1 -0.1
0.0 0.5 0.2
-1.2 -0.4 -0.4
0.5 -0.4 0.2
0.1 0.5 -0.2
-0.2 0.1 0.1
0.5 0.9 0.0
-0.7 -0.1 0.2
-0.4 1.2 0.9
-1.4 0.2 0.6
0.7 -0.7 -0.4
-0.7 0.4 0.1
0.3 -1.1 0.5
1.2 1.3 -0.4
-1.1 -0.5 -0.7
2.3 1.0 0.4
-0.4 -0.2 -0.4
-0.3 1.3 -1.3
-0.3 -0.6 0.4
-0.4 -0.7 0.7
1.3 -0.1 0.2
-0.1 0.2 -0.2
-0.1 -0.6 0.6
-0.7 1.1 0.3
-0.3 -0.1 0.7
1.0 -0.7 -0.8
0.1 0.4 0.6
0.6 -0.2 0.2
-0.6 0.2 0.4
-0.1 0.0 -0.1
0.2 0.1 -0.6
-0.2 0.6 -0.8
1.0 0.1 -0.5
0.1 -0.9 0.6
-0.8 0.2 0.1
-0.4 -0.4 0.7
0.8 -0.9 1.3
-0.6 -0.4 -0.3
0.3 0.9 0.1
0.1 -0.2 -0.2
-0.2 -0.1 -0.4
0.2 -0.6 0.0
0.2 0.0 -0.1
0.0 -0.1 0.7
-0.3 -0.3 -0.2
-0.7 -0.6 -0.1
-0.5 0.4 -0.3
-0.2 0.3 0.4
-0.2 0.2 -0.6
0.2 0.3 0.3
0.3 0.3 -0.2
-0.3 -0.3 -0.2
0.4 -0.4 -0.4
0.2 -0.1 0.2
-0.2 0.2 -0.2
0.6 -0.6 0.2
0.1 0.3 -0.6
0.5 -0.1 -0.5
-0.2 0.5 -0.2
-0.6 -0.3 0.9
0.3 -0.6 -0.2
-0.5 0.4 0.7
0.1 -0.2 0.1
0.0 -0.4 0.4
0.1 0.1 -0.1
-0.1 -0.1 0.1
-0.4 0.1 -0.5
-0.3 0.3 0.0
0.1 -0.3 0.3
0.2 0.2 -0.2
0.3 -0.4 -0.9
-0.2 1.4 -0.9
-0.2 0.1 -0.2
0.3 -0.4 0.0
-0.3 0.2 0.0
0.3 0.3 -0.2
-0.2 0.2 -0.2
0.1 -0.1 0.4
-0.4 -0.5 -0.1
-0.4 -0.6 0.4
0.5 2.1 0.0
0.3 -1.2 -0.4
-1.5 0.2 0.8
0.6 0.3 -0.1
0.0 0.4 0.4
-0.9 0.1 -0.6
0.7 -0.7 0.0
0.3 0.5 -0.1
0.9 -0.7 -0.5
-0.5 -0.1 0.2
0.0 -0.3 0.2

Gap between HOMO and LUMO (spin up / spin down), eV: 5.9 / 5.9
Total charge: -2
E_HOMO (spin up / spin down), Ha: -0.0699 / -0.0700